# C41H48BFeN9O4S3

A structure of composition C41H48BFeN9O4S3 in a non-equilibrium geometry (ωB97M-V/def2-TZVPD, OMol25).

The geometry in XYZ format:
```
107
Properties=species:S:1:pos:R:3:mulliken_spin:R:1
Fe 2.447 -1.031 1.652 3.83
C -1.118 -0.746 4.700 0.00
C -1.305 -0.798 3.227 0.01
C -2.269 -1.561 2.636 0.00
C -2.389 -1.560 1.221 0.00
N -1.587 -0.851 0.489 0.00
N -0.634 -0.087 1.032 0.02
B 0.076 0.740 -0.034 -0.06
N -0.102 2.278 0.094 0.01
N -1.066 3.146 -0.058 0.00
C -0.763 4.419 0.087 0.00
C 0.526 4.830 0.516 0.00
C 1.539 3.913 0.682 0.01
C 2.914 4.185 1.167 0.00
C 1.163 2.597 0.377 -0.01
S 2.023 1.115 0.171 0.00
C -1.800 5.454 -0.285 0.00
C -3.105 4.783 -0.708 0.00
C -1.231 6.252 -1.470 0.00
C -2.079 6.405 0.885 0.00
N -0.216 0.190 -1.408 0.00
N -1.074 0.899 -2.123 0.00
C -1.435 0.514 -3.314 0.00
C -0.893 -0.664 -3.881 0.00
C -0.005 -1.414 -3.161 -0.01
C 0.594 -2.665 -3.693 0.00
C 0.351 -0.965 -1.848 0.03
S 1.457 -1.833 -0.911 0.01
C -2.419 1.430 -4.007 0.00
C -3.621 1.628 -3.074 0.00
C -2.904 0.882 -5.347 0.00
C -1.698 2.769 -4.214 0.00
C -0.438 -0.023 2.385 0.01
S 0.777 0.927 3.056 0.02
C -3.475 -2.330 0.507 0.00
C -3.290 -2.198 -1.006 0.00
C -4.826 -1.720 0.912 0.00
C -3.421 -3.812 0.898 0.00
H -1.714 -1.505 5.198 0.00
H -1.415 0.232 5.077 0.00
H -0.068 -0.880 4.956 0.00
H -2.929 -2.155 3.243 0.00
H 0.710 5.875 0.708 0.00
H 3.144 5.245 1.182 0.00
H 3.635 3.653 0.548 0.00
H 3.015 3.782 2.176 0.00
H -2.937 4.110 -1.543 0.00
H -3.822 5.540 -1.009 0.00
H -3.527 4.213 0.114 0.00
H -0.933 5.590 -2.278 0.00
H -0.369 6.845 -1.177 0.00
H -1.991 6.930 -1.844 0.00
H -2.460 5.854 1.741 0.00
H -2.832 7.128 0.583 0.00
H -1.194 6.958 1.189 0.00
H -1.169 -0.966 -4.879 0.00
H 0.343 -2.803 -4.741 0.00
H 0.231 -3.524 -3.131 0.00
H 1.675 -2.641 -3.574 0.00
H -4.165 0.695 -2.948 0.00
H -4.303 2.362 -3.495 0.00
H -3.284 1.966 -2.099 0.00
H -3.356 -0.099 -5.228 0.00
H -2.096 0.823 -6.071 0.00
H -3.662 1.546 -5.753 0.00
H -1.436 3.190 -3.248 0.00
H -2.341 3.461 -4.750 0.00
H -0.786 2.630 -4.789 0.00
H -3.335 -1.153 -1.300 0.00
H -4.070 -2.747 -1.527 0.00
H -2.324 -2.594 -1.312 0.00
H -4.850 -0.661 0.666 0.00
H -5.015 -1.838 1.975 0.00
H -5.631 -2.215 0.375 0.00
H -2.489 -4.261 0.561 0.00
H -4.243 -4.343 0.425 0.00
H -3.508 -3.956 1.971 0.00
O 1.073 -7.607 4.067 0.37
C 0.085 -7.027 3.709 0.03
O -1.105 -7.160 3.578 0.35
C 0.506 -5.507 3.190 0.21
C 0.058 -5.082 1.958 -0.01
C 0.461 -3.823 1.534 0.03
N 1.239 -3.038 2.264 -0.01
C 1.640 -3.462 3.457 0.02
C 1.309 -4.712 3.971 -0.01
C 2.572 -2.511 4.274 0.01
O 2.913 -2.854 5.379 0.01
O 2.868 -1.465 3.629 0.07
H -0.585 -5.696 1.349 0.01
H 0.162 -3.443 0.567 0.00
H 1.708 -5.008 4.928 0.01
N 6.425 -2.642 1.310 0.00
C 5.102 -2.597 1.553 0.02
N 4.484 -1.657 0.880 0.04
C 5.460 -1.040 0.123 -0.01
C 5.373 -0.014 -0.813 0.00
C 6.545 0.400 -1.411 0.00
C 7.779 -0.171 -1.086 0.00
C 7.879 -1.208 -0.182 0.00
C 6.703 -1.648 0.404 -0.01
H 7.079 -3.293 1.714 0.00
H 4.615 -3.274 2.229 0.00
H 4.421 0.426 -1.062 0.01
H 6.525 1.188 -2.151 0.00
H 8.677 0.204 -1.553 0.00
H 8.829 -1.661 0.049 0.00
```

Computed properties:
**Gap between HOMO and LUMO (spin up / spin down)**: 7.399 / 5.277 eV
**Expectation value of S²**: 8.7673
**2S+1**: 6
**E**: -4867.9612 Ha
**Total charge**: +1
**Molecular weight**: 893.752 g/mol

***

# C41H48N5O2RuTe

A structure of composition C41H48N5O2RuTe in a non-equilibrium geometry (ωB97M-V/def2-TZVPD, OMol25).

The geometry in XYZ format:
```
98
Properties=species:S:1:pos:R:3:mulliken_spin:R:1
Ru -17.764 -12.126 -7.433 2.81
C -20.792 -10.873 -8.039 0.01
C -21.531 -12.161 -7.744 0.02
C -21.060 -12.972 -6.551 0.00
C -22.055 -13.488 -5.719 0.01
C -21.705 -14.188 -4.594 0.00
C -20.346 -14.413 -4.390 0.00
C -19.410 -13.989 -5.311 -0.01
N -19.757 -13.220 -6.376 0.07
N -19.446 -11.143 -8.683 -0.04
C -19.657 -11.905 -9.969 0.00
C -19.424 -13.415 -9.767 0.00
C -20.108 -14.426 -10.461 0.00
C -19.645 -15.759 -10.384 0.00
C -18.701 -16.073 -9.431 0.00
C -18.202 -15.051 -8.640 0.01
N -18.501 -13.761 -8.829 0.07
C -18.843 -9.801 -9.054 0.01
C -17.509 -9.888 -9.652 0.00
C -17.087 -8.848 -10.480 0.01
C -15.748 -8.871 -10.928 0.00
C -14.945 -9.907 -10.481 0.00
C -15.467 -10.849 -9.640 0.03
N -16.734 -10.862 -9.246 0.06
H -21.370 -10.299 -8.748 0.00
H -20.601 -10.269 -7.145 -0.01
H -22.548 -11.803 -7.584 0.00
H -21.565 -12.790 -8.602 0.00
H -23.099 -13.346 -5.926 0.00
H -22.465 -14.530 -3.950 0.00
H -20.047 -15.050 -3.555 0.00
H -18.389 -14.247 -5.159 0.00
H -20.610 -11.779 -10.408 0.00
H -18.936 -11.588 -10.722 0.00
H -20.924 -14.225 -11.128 0.00
H -20.070 -16.547 -11.001 0.00
H -18.439 -17.078 -9.217 0.00
H -17.429 -15.280 -7.904 0.00
H -19.496 -9.223 -9.694 0.00
H -18.787 -9.309 -8.118 -0.01
H -17.768 -8.085 -10.805 0.00
H -15.325 -8.149 -11.596 0.00
H -13.936 -9.979 -10.797 0.00
H -14.865 -11.636 -9.235 0.00
C -14.039 -13.391 -6.427 0.02
C -15.184 -12.500 -6.138 -0.05
O -15.006 -11.422 -5.535 0.16
N -16.325 -12.933 -6.606 0.71
Te -15.171 -10.198 -2.625 0.80
C -15.439 -9.739 -0.603 0.02
C -14.858 -8.633 0.030 -0.05
C -14.169 -7.541 -0.787 0.02
C -14.837 -8.528 1.424 -0.01
C -15.489 -9.500 2.185 0.06
C -15.551 -9.377 3.688 0.00
C -16.108 -10.548 1.503 -0.01
C -16.095 -10.764 0.113 -0.01
C -16.833 -11.899 -0.498 0.04
C -13.252 -9.544 -3.152 0.06
C -13.196 -8.756 -4.335 -0.06
C -14.395 -8.125 -4.970 0.09
C -11.937 -8.397 -4.763 0.00
C -10.749 -8.771 -4.150 0.03
C -9.430 -8.289 -4.638 0.00
C -10.858 -9.548 -2.973 -0.01
C -12.104 -9.988 -2.464 -0.06
C -12.139 -10.784 -1.176 0.06
H -13.733 -13.980 -5.595 0.01
H -13.203 -12.780 -6.700 0.00
H -14.227 -14.024 -7.291 -0.01
H -14.742 -7.206 -1.652 0.00
H -13.173 -7.853 -1.143 0.00
H -13.951 -6.652 -0.217 0.00
H -14.447 -7.617 1.934 0.00
H -15.145 -10.323 4.091 0.01
H -16.656 -9.352 3.935 0.01
H -15.033 -8.480 4.060 0.00
H -16.715 -11.239 2.100 0.00
H -17.488 -12.355 0.212 0.00
H -16.197 -12.666 -0.989 0.00
H -17.442 -11.453 -1.308 -0.01
H -15.096 -8.881 -5.310 -0.02
H -14.127 -7.463 -5.753 0.00
H -14.937 -7.493 -4.244 -0.01
H -11.818 -7.700 -5.619 0.00
H -8.686 -8.195 -3.851 0.00
H -9.527 -7.342 -5.190 0.00
H -9.069 -8.973 -5.379 0.00
H -9.909 -9.818 -2.459 0.00
H -11.177 -10.706 -0.662 0.00
H -12.368 -11.900 -1.364 0.00
H -12.888 -10.424 -0.459 -0.01
C -18.402 -11.084 -4.410 0.06
C -17.974 -10.809 -5.842 -0.07
O -17.711 -9.697 -6.255 0.17
H -18.285 -10.209 -3.850 -0.01
H -17.750 -11.926 -4.126 0.00
H -19.414 -11.408 -4.262 0.01
```

Computed properties:
**Gap between HOMO and LUMO (spin up / spin down)**: 8.336 / 5.779 eV
**Expectation value of S²**: 8.7857
**2S+1**: 6
**E**: -2377.7080 Ha
**Total charge**: +2
**Molecular weight**: 871.538 g/mol

***

# C41H49N4O6P2RbS

A structure of composition C41H49N4O6P2RbS in a non-equilibrium geometry (ωB97M-V/def2-TZVPD, OMol25).

The geometry in XYZ format:
```
104
Properties=species:S:1:pos:R:3:mulliken_charge:R:1
Rb -2.141 -0.339 1.309 0.43
C 2.424 -0.375 3.887 -1.35
C 1.457 0.760 3.613 0.22
N 0.052 0.398 3.542 1.86
C -0.668 0.348 4.777 -1.03
C -0.607 -1.036 5.532 -0.96
S -1.084 -2.461 4.529 -0.12
C 0.554 -2.890 3.771 -1.38
C 1.123 -2.040 2.636 0.25
N 2.473 -1.467 2.968 -0.46
H 2.169 -0.831 4.837 0.34
H 3.396 0.120 3.897 0.51
H 1.820 1.132 2.633 -0.33
H 1.562 1.523 4.425 0.34
H -0.349 1.043 2.867 -1.04
H -1.731 0.596 4.681 0.45
H -0.260 1.063 5.497 0.37
H -1.258 -0.990 6.400 0.52
H 0.380 -1.154 5.943 0.35
H 0.466 -3.935 3.459 0.35
H 1.262 -2.967 4.575 0.72
H 0.417 -1.279 2.291 -0.06
H 1.225 -2.666 1.755 0.42
H 2.834 -1.119 2.055 0.32
O -5.291 -6.783 2.127 -0.46
C -4.448 -6.432 1.172 0.31
O -4.196 -7.265 0.334 -0.60
C -3.639 -5.190 1.261 0.61
C -2.260 -5.341 1.240 -1.16
N -1.744 -4.067 1.096 0.41
N -2.686 -3.132 0.965 0.31
C -3.838 -3.799 1.045 0.27
C -5.177 -3.039 0.920 0.01
O -6.212 -3.733 1.019 -0.78
O -5.118 -1.791 0.787 -0.65
H -5.642 -5.971 2.527 0.39
H -1.594 -6.167 1.259 0.52
H -0.754 -3.794 0.968 -0.01
O -0.300 -1.529 -0.717 -0.33
P 0.275 -1.159 -2.053 0.25
C 1.769 -0.119 -2.169 -0.98
P 1.843 1.283 -0.917 0.79
O 2.157 0.580 0.389 -0.22
C 3.452 2.034 -1.557 0.22
C 3.784 2.272 -2.884 -0.25
C 5.041 2.828 -3.206 -0.73
C 6.025 3.055 -2.198 -0.58
C 5.727 2.714 -0.871 -0.47
C 4.485 2.207 -0.551 -0.87
C 0.659 2.513 -1.103 -0.02
C 0.788 3.428 -2.156 -0.58
C -0.295 4.083 -2.702 -0.97
C -1.632 3.795 -2.166 -0.77
C -1.774 3.048 -1.053 -1.04
C -0.642 2.380 -0.304 3.32
C 0.702 -2.704 -2.978 0.49
C 1.656 -2.754 -3.985 -0.18
C 1.866 -3.909 -4.717 -0.62
C 1.148 -5.049 -4.375 -0.52
C 0.290 -5.029 -3.294 -0.61
C 0.030 -3.866 -2.584 -0.73
C -0.976 -0.407 -3.144 0.73
C -2.320 -0.392 -2.780 -0.36
C -3.252 0.285 -3.546 -0.95
C -2.888 0.734 -4.820 -0.52
C -1.568 0.649 -5.274 -0.68
C -0.604 0.102 -4.401 -0.11
H 1.849 0.368 -3.180 0.08
H 2.656 -0.678 -1.992 0.74
H 3.042 2.234 -3.641 0.46
H 5.312 3.110 -4.218 0.37
H 6.940 3.530 -2.484 0.38
H 6.464 2.920 -0.108 0.40
H 4.259 1.864 0.455 0.26
H 1.766 3.640 -2.565 0.40
H -0.204 4.766 -3.547 0.21
H -2.540 4.175 -2.663 0.24
H -2.737 2.814 -0.666 0.56
H -0.913 1.294 -0.418 -1.95
H 2.197 -1.841 -4.303 0.21
H 2.521 -3.870 -5.573 0.39
H 1.237 -5.945 -4.979 0.36
H -0.189 -5.962 -2.991 0.40
H -0.666 -3.809 -1.761 0.59
H -2.664 -0.876 -1.877 0.61
H -4.307 0.288 -3.280 0.47
H -3.592 1.076 -5.543 0.40
H -1.224 1.095 -6.230 0.32
H 0.440 0.194 -4.747 0.06
C -2.020 4.470 2.107 -1.89
C -0.603 3.977 1.820 1.79
C 0.089 3.944 3.183 -1.53
C 0.133 4.971 0.887 -1.65
C -0.607 2.585 1.266 0.63
H -2.111 5.497 2.488 0.43
H -2.434 3.819 2.866 0.37
H -2.697 4.469 1.262 0.26
H -0.033 4.912 3.717 0.51
H 1.173 3.841 3.108 0.24
H -0.371 3.130 3.779 0.02
H 0.094 6.050 1.186 0.41
H -0.231 5.044 -0.151 0.27
H 1.185 4.646 0.859 0.18
H 0.422 2.259 1.451 -0.59
```

Computed properties:
**Gap between HOMO and LUMO**: 4.075 eV
**E**: -3367.2002 Ha
**Total charge**: -2
**Molecular weight**: 873.348 g/mol

***

# C41H50CoN3O4

A structure of composition C41H50CoN3O4 (ωB97M-V/def2-TZVPD, OMol25).

The geometry in XYZ format:
```
99
Properties=species:S:1:pos:R:3:mulliken_spin:R:1
Co 0.501 -0.156 -1.458 0.83
C -2.092 -1.716 4.682 0.01
C -1.226 -2.878 4.179 0.02
C -2.038 -4.172 4.306 0.01
C 0.030 -2.991 5.061 0.02
C -0.772 -2.629 2.739 0.05
C -0.412 -1.379 2.332 -0.09
C -0.005 -1.181 0.994 0.26
N 0.285 -0.020 0.386 0.00
C 0.344 1.243 0.842 -0.17
C 0.550 1.684 2.168 0.10
C 0.552 3.022 2.420 -0.08
C 0.243 3.929 1.347 -0.04
C 0.065 3.581 0.039 -0.05
C 0.230 2.189 -0.261 -0.11
O 0.215 1.713 -1.448 -0.14
C -0.332 4.574 -1.049 0.00
C -1.700 4.143 -1.609 0.00
C -0.464 5.993 -0.493 0.00
C 0.705 4.596 -2.181 0.00
C 0.850 3.600 3.798 0.00
C 2.015 4.597 3.682 -0.01
C 1.239 2.516 4.802 0.00
C -0.398 4.332 4.323 -0.01
C 0.027 -2.289 0.042 0.13
O 0.298 -2.009 -1.176 0.19
C -0.273 -3.609 0.501 0.00
C -0.668 -3.715 1.806 0.04
C -0.219 -4.802 -0.451 0.01
C 1.131 -4.833 -1.183 0.01
C -0.382 -6.132 0.292 0.00
C -1.359 -4.669 -1.475 0.00
H -2.505 -1.965 5.661 0.00
H -1.519 -0.793 4.801 0.00
H -2.924 -1.520 4.002 0.00
H -2.433 -4.250 5.320 0.00
H -2.886 -4.185 3.615 0.00
H -1.430 -5.061 4.129 0.00
H -0.255 -3.170 6.101 0.00
H 0.664 -3.819 4.733 0.00
H 0.621 -2.072 5.020 0.00
H -0.469 -0.537 3.003 -0.02
H 0.740 0.965 2.950 0.02
H 0.147 4.975 1.605 0.00
H -2.456 4.145 -0.821 0.00
H -2.019 4.840 -2.388 0.00
H -1.652 3.144 -2.046 0.00
H -1.226 6.056 0.288 0.00
H 0.483 6.365 -0.095 0.00
H -0.769 6.661 -1.300 0.00
H 0.767 3.636 -2.691 0.00
H 0.424 5.359 -2.912 0.00
H 1.696 4.849 -1.794 0.00
H 2.918 4.099 3.321 0.00
H 1.786 5.420 3.003 0.00
H 2.229 5.025 4.664 0.00
H 2.124 1.964 4.474 0.00
H 1.471 2.981 5.761 0.00
H 0.424 1.806 4.973 0.00
H -0.667 5.181 3.690 0.00
H -1.255 3.655 4.369 0.00
H -0.208 4.714 5.328 0.00
H -0.937 -4.698 2.160 0.00
H 1.959 -4.865 -0.468 0.00
H 1.184 -5.733 -1.800 0.00
H 1.262 -3.965 -1.829 0.00
H 0.367 -6.248 1.079 0.00
H -1.377 -6.241 0.732 0.00
H -0.252 -6.951 -0.417 0.00
H -1.272 -3.743 -2.044 0.00
H -1.328 -5.507 -2.176 0.00
H -2.330 -4.682 -0.973 0.00
O -4.190 -0.237 -7.779 0.00
C -4.198 -0.219 -6.434 0.00
O -5.235 -0.202 -5.839 0.00
C -2.872 -0.234 -5.718 0.00
C -1.636 -0.263 -6.352 0.00
C -0.462 -0.282 -5.620 -0.01
C -0.510 -0.268 -4.231 -0.12
C -1.744 -0.251 -3.594 0.06
C -2.915 -0.231 -4.328 0.03
N 0.650 -0.272 -3.396 -0.05
C 1.830 -0.277 -3.856 0.00
C 2.956 -0.296 -2.907 -0.01
C 4.261 -0.470 -3.318 0.00
C 5.256 -0.542 -2.353 0.00
C 4.906 -0.433 -1.022 0.00
C 3.567 -0.247 -0.696 0.00
N 2.618 -0.174 -1.616 0.04
H -3.298 -0.259 -8.139 0.00
H -1.551 -0.271 -7.433 0.00
H 0.480 -0.310 -6.150 0.00
H -1.791 -0.257 -2.512 0.09
H -3.882 -0.216 -3.845 0.00
H 2.041 -0.281 -4.921 0.00
H 4.494 -0.558 -4.372 0.00
H 6.290 -0.684 -2.641 0.00
H 5.651 -0.487 -0.241 0.00
H 3.247 -0.146 0.336 0.00
```

Computed properties:
**Gap between HOMO and LUMO (spin up / spin down)**: 5.844 / 5.782 eV
**Expectation value of S²**: 1.2383
**2S+1**: 2
**E**: -3440.2083 Ha
**Total charge**: +1
**Molecular weight**: 707.801 g/mol